A single C16H22N2O3S molecule, computed with the ωB97M-V functional and the def2-TZVPD basis.

XYZ file:
```
44
Properties=species:S:1:pos:R:3:forces:R:3:mulliken_charge:R:1
C -1.70832 -1.50821 -1.28819 -0.30 0.08 -0.12 -1.286
H -1.43057 -2.14989 -2.12118 0.08 -0.06 -0.08 0.493
H -1.15034 -1.82088 -0.40800 0.12 -0.06 0.14 0.235
H -1.42841 -0.48479 -1.52318 0.13 0.07 -0.04 0.252
C -3.20866 -1.59654 -1.02502 0.15 -0.01 0.27 0.835
C -3.61463 -3.02353 -0.66786 -0.06 0.31 -0.15 -1.646
H -3.11086 -3.34265 0.24164 0.07 -0.08 0.13 0.360
H -3.34356 -3.70639 -1.46926 0.02 -0.11 -0.04 0.413
H -4.68789 -3.09171 -0.50745 -0.14 -0.09 0.05 0.420
H -3.74072 -1.29157 -1.93253 -0.03 0.01 -0.01 0.238
C -3.61338 -0.64169 0.10612 0.01 -0.57 -0.17 -0.995
N -3.31147 0.73346 -0.22142 0.23 0.69 0.50 -0.160
S -2.63548 1.68787 0.97018 -0.14 -0.19 -0.43 1.308
O -3.05091 1.25220 2.27431 0.24 -0.19 -0.14 -0.667
O -2.87524 3.04543 0.57735 0.09 -0.02 -0.25 -0.753
C -0.91450 1.28557 0.74931 -0.53 0.13 0.21 -0.016
C -0.24504 1.81434 -0.33268 0.16 -0.04 0.05 -1.255
C 1.07779 1.47433 -0.57876 -0.15 0.02 0.04 1.040
C 1.71619 0.58003 0.29156 -0.69 0.10 0.31 0.109
C 1.02705 0.05169 1.39306 -0.05 0.00 -0.05 0.822
C -0.28943 0.41140 1.61568 0.07 0.03 0.02 -0.875
H -0.83929 0.02772 2.46043 -0.01 -0.10 0.16 0.511
C 1.76050 -0.90382 2.28579 0.06 0.10 0.00 -0.940
C 3.20943 -0.45072 2.40128 0.03 -0.20 0.05 -0.850
C 3.84431 -0.33375 1.03290 0.13 -0.11 0.48 0.696
O 4.99191 -0.64998 0.80353 0.17 -0.08 0.08 -0.667
N 3.03341 0.18827 0.06175 0.09 -0.01 -0.37 -0.044
C 3.59963 0.45932 -1.24683 0.40 0.18 -0.23 -0.851
C 3.29907 1.89833 -1.64132 -0.19 -0.18 -0.09 -0.750
C 1.78896 2.05891 -1.76792 0.18 0.10 -0.05 -1.006
H 1.44135 1.54635 -2.67052 0.02 0.05 -0.03 0.307
H 1.51951 3.11141 -1.86903 -0.05 -0.02 -0.04 0.424
H 3.68428 2.56901 -0.87111 0.07 0.02 0.00 0.307
H 3.79183 2.13921 -2.58297 0.03 0.02 0.01 0.398
H 3.16621 -0.23135 -1.97848 0.06 0.01 0.01 0.277
H 4.67287 0.27185 -1.17597 -0.23 -0.02 -0.05 0.453
H 3.25446 0.53451 2.87500 0.01 0.01 0.01 0.313
H 3.80545 -1.14174 2.99713 0.04 0.09 -0.10 0.357
H 1.72581 -1.90879 1.85137 0.00 -0.02 0.05 0.295
H 1.28904 -0.94704 3.26776 -0.01 -0.04 -0.03 0.433
H -0.76594 2.50650 -0.97505 0.01 0.13 -0.18 0.440
H -4.01474 1.22178 -0.75014 -0.08 0.31 0.00 0.307
H -4.67654 -0.77157 0.34076 0.11 0.04 0.08 0.376
H -3.04317 -0.87289 1.00797 -0.10 -0.26 0.02 0.341
```
Forces are in eV/Å.

* E_HOMO: -8.662 eV
* net charge: 0
* E_tot: -36908.246 eV
* structure (SMILES): CC(C)CNS(=O)(=O)c1cc2c3c(c1)CCC(=O)N3CCC2
* energy relative to the best compared isomer or geometry (same formula, charge and spin): 54.2 kJ/mol

A molecular structure, C18H54Mn2N2O14P, computed with the ωB97M-V functional and the def2-TZVPD basis.

XYZ file:
```
91
Properties=species:S:1:pos:R:3:forces:R:3:lowdin_spin:R:1
Mn 8.79085 10.36419 -24.87175 2.19 0.44 1.26 4.660
Mn 6.17026 8.13582 -26.95888 0.59 0.25 -0.08 4.660
P 6.75268 10.61652 -26.07642 2.18 -3.34 1.23 0.028
O 7.43468 9.12610 -25.79259 -0.43 -0.86 -0.45 0.129
O 5.56213 10.08298 -26.88528 -0.26 2.85 -0.06 0.064
O 8.02877 11.23150 -26.68733 -1.70 0.95 -1.01 0.051
O 6.77687 11.06336 -24.58907 -1.78 0.93 -1.34 0.054
C 4.87301 7.93469 -23.98442 0.12 0.37 -0.05 0.006
O 4.81885 7.68971 -25.39130 0.03 -1.14 -0.42 0.057
C 3.85674 6.69981 -25.75037 -0.94 0.40 0.79 0.006
C 3.83701 6.37802 -27.25658 0.58 0.53 0.19 0.010
N 4.49964 7.45537 -28.09903 -1.41 -1.62 0.67 0.029
C 4.95236 6.96841 -29.41829 0.19 0.97 -0.31 0.009
C 5.81483 8.06983 -30.01246 -0.25 0.07 -1.02 0.003
O 6.87371 8.40797 -29.13797 -0.15 -0.12 0.30 0.048
C 7.78805 9.36959 -29.68771 0.02 -0.47 -0.28 0.004
H 5.10694 7.01406 -23.44659 -0.13 -0.04 0.01 0.001
H 3.92946 8.37614 -23.66662 -0.03 -0.09 0.11 0.001
H 5.66509 8.66126 -23.83829 0.01 0.05 0.05 0.000
H 2.88105 7.07843 -25.41788 0.05 0.15 -0.31 0.000
H 3.98550 5.79376 -25.14530 0.37 -0.05 -0.25 0.000
H 2.78139 6.30025 -27.51013 0.09 -0.38 -0.35 0.001
H 4.36653 5.44422 -27.43320 -0.12 -0.06 -0.16 0.001
H 3.72193 8.10351 -28.22430 0.62 0.60 -0.14 0.003
H 4.13802 6.83565 -30.13528 -0.12 -0.35 0.21 0.002
H 5.51937 6.04511 -29.31400 -0.06 -0.06 0.14 0.001
H 5.17901 8.93976 -30.23944 0.15 0.12 0.41 0.000
H 6.19598 7.77039 -30.99959 0.17 -0.21 0.25 0.000
H 8.39874 9.73895 -28.87101 -0.06 0.14 0.06 0.001
H 7.25078 10.17627 -30.18891 -0.08 0.10 0.24 0.000
H 8.40868 8.86073 -30.43249 0.04 0.09 0.07 0.001
C 11.02278 8.65528 -26.74255 -0.20 -0.33 -1.05 0.004
O 10.44525 9.00716 -25.52096 0.30 0.04 1.20 0.034
C 10.93074 8.21073 -24.44058 -0.06 0.11 0.29 0.003
C 10.64875 8.88557 -23.09453 0.18 0.94 -0.50 0.006
N 9.21626 9.26071 -22.98162 0.07 -0.91 0.95 0.034
C 8.86630 10.05950 -21.76702 1.34 -0.65 0.66 0.004
C 9.37661 11.47042 -21.83917 -0.03 0.99 -0.34 0.002
O 9.04347 12.00224 -23.11173 -0.40 -0.72 0.02 0.027
C 9.21865 13.39033 -23.25817 0.50 0.49 -0.13 0.003
H 12.11426 8.68652 -26.71290 0.01 -0.12 0.16 0.001
H 10.69881 9.34851 -27.51848 -0.13 0.19 0.24 0.000
H 10.66175 7.66279 -27.04281 0.31 -0.02 0.02 0.000
H 12.02055 8.13889 -24.51597 -0.06 -0.33 -0.11 0.000
H 10.46013 7.22281 -24.51219 0.19 -0.05 0.11 0.000
H 11.24439 9.80531 -23.05596 -0.10 -0.04 -0.04 0.000
H 11.01962 8.25999 -22.27674 -0.23 -0.13 -0.01 0.001
H 8.78640 8.35933 -22.76897 -0.50 0.22 -0.66 0.002
H 9.38903 9.60595 -20.90728 -0.21 0.04 -0.01 0.001
H 7.80650 9.97603 -21.54045 -0.17 0.20 -0.51 0.000
H 10.46406 11.55310 -21.69278 -0.05 -0.24 -0.04 0.000
H 8.92646 12.08523 -21.04928 -0.09 -0.16 -0.01 0.000
H 10.28449 13.65141 -23.18612 -0.13 0.01 0.23 0.000
H 8.62906 13.94586 -22.52663 0.03 -0.04 0.05 0.001
H 8.89937 13.68690 -24.25434 -0.21 -0.18 0.00 0.000
C 11.94991 11.89933 -25.50017 -0.18 0.69 0.58 0.005
O 10.53721 11.69155 -25.49039 0.13 0.56 -0.48 0.030
H 12.19871 12.82134 -24.95702 -0.08 -0.11 0.00 0.001
H 12.42242 11.08627 -24.95559 0.09 -0.22 -0.33 0.000
H 12.31877 12.04820 -26.51435 0.10 -0.46 -0.05 0.000
H 10.16917 12.34720 -26.11671 -0.03 -0.12 -0.12 0.001
C 2.73823 11.42832 -24.95589 -0.06 -0.53 0.26 0.000
O 2.99256 10.42592 -25.94499 -0.07 0.05 0.20 0.001
H 1.65858 11.55182 -24.89054 0.01 0.22 -0.20 0.000
H 3.06850 11.09734 -23.96387 0.15 0.08 -0.11 0.000
H 3.23310 12.37200 -25.19009 -0.12 0.07 -0.07 0.000
H 3.93522 10.44534 -26.15749 -0.20 -0.05 -0.02 0.000
C 5.59000 12.84866 -29.29966 0.00 -0.55 -0.15 0.000
O 4.58559 12.00686 -28.74275 0.07 0.22 -0.05 0.001
H 5.40721 13.90043 -29.08312 -0.11 0.01 0.09 0.000
H 6.58376 12.58330 -28.92059 0.00 0.10 -0.03 0.000
H 5.57798 12.70412 -30.38423 0.14 0.19 0.00 0.000
H 4.99378 11.38281 -28.13046 -0.13 0.01 0.00 0.001
C 9.94136 12.48354 -28.99176 0.10 -0.46 -0.28 0.000
O 9.44155 13.02383 -27.80499 0.12 0.63 0.63 0.001
H 9.14166 12.27718 -29.71385 0.03 -0.07 0.04 0.000
H 10.62215 13.18683 -29.46690 0.04 0.11 0.13 0.000
H 10.49823 11.55447 -28.78985 -0.05 0.01 -0.21 0.000
H 8.77123 12.41477 -27.41988 -0.08 0.09 -0.37 0.000
C 6.19627 14.17545 -25.65869 -0.32 -1.21 -0.80 0.000
O 5.93963 13.70091 -24.35766 0.01 0.21 0.19 0.001
H 5.63037 15.08309 -25.83712 0.30 0.31 0.16 0.000
H 7.26596 14.25314 -25.88972 -0.03 0.49 0.17 0.000
H 5.81867 13.45854 -26.42546 -0.01 0.21 0.28 0.000
H 6.17844 12.75961 -24.34116 0.07 0.16 0.02 0.000
C 5.38192 11.85163 -21.52430 0.01 0.13 0.15 0.000
O 5.15585 10.84686 -22.48278 0.11 -0.44 0.02 0.001
H 4.97977 11.51238 -20.56964 0.02 0.02 0.02 0.000
H 6.45682 12.03739 -21.40608 -0.05 0.14 0.09 0.000
H 4.88874 12.78810 -21.79674 0.08 0.05 -0.01 0.000
H 5.79594 10.96591 -23.20728 -0.33 -0.05 -0.03 0.000
```
Forces are in eV/Å.

* E_HOMO (alpha / beta): -10.746 / -11.296 eV
* net charge: +1
* E_tot: -123113.987 eV
* energy relative to the best compared isomer or geometry (same formula, charge and spin): 74.7 kJ/mol
* <S²>: 30.01
* spin multiplicity: 11

A single C4H8O2 molecule, computed with the ωB97M-V functional and the def2-TZVPD basis.

XYZ file:
```
14
Properties=species:S:1:pos:R:3:forces:R:3:mulliken_charge:R:1
C 0.15866 0.42742 -1.29596 -0.18 -0.18 -0.17 -0.411
C 0.57079 -0.97304 -0.83462 0.06 0.08 -0.14 -0.413
O -0.12580 -1.34333 0.33498 0.06 -0.20 0.08 -0.378
C -0.04477 -0.35628 1.34634 0.00 0.11 0.14 -0.412
C -0.69957 0.93302 0.84532 0.08 -0.20 0.12 -0.404
O 0.09952 1.39239 -0.24702 0.15 -0.10 -0.02 -0.376
H 0.86653 0.77021 -2.06575 -0.25 0.14 0.36 0.294
H -0.83942 0.36234 -1.74295 -0.04 -0.03 -0.10 0.313
H 0.28957 -1.71818 -1.58881 0.06 0.26 0.01 0.288
H 1.66371 -1.05872 -0.70144 -0.21 0.20 0.24 0.298
H 1.00794 -0.12171 1.57510 -0.10 -0.04 -0.09 0.294
H -0.46594 -0.82433 2.24174 -0.27 0.37 -0.15 0.324
H -0.73173 1.72409 1.60885 0.31 -0.21 -0.26 0.296
H -1.74568 0.77372 0.52266 0.34 -0.20 -0.01 0.288
```
Forces are in eV/Å.

* E_HOMO: -9.367 eV
* net charge: 0
* E_tot: -8371.661 eV
* structure (SMILES): C1COCCO1
* energy relative to the best compared isomer or geometry (same formula, charge and spin): 156.4 kJ/mol

A molecular structure, C35H40N13O7STi, computed with the ωB97M-V functional and the def2-TZVPD basis.

XYZ file:
```
97
Properties=species:S:1:pos:R:3:forces:R:3:lowdin_spin:R:1
Ti -0.10258 0.09325 -0.73130 1.26 1.01 -0.88 0.986
O -1.20725 -2.12164 2.59248 0.03 0.00 0.04 0.019
C -1.10668 -1.81161 1.39137 -0.05 -0.13 -0.17 0.012
O -0.40073 -0.84555 0.97068 -0.01 -0.24 0.65 0.007
C -1.91357 -2.58066 0.37984 -0.01 -0.07 0.13 0.002
C -2.61527 -3.67211 0.84290 0.06 0.05 -0.06 0.000
C -3.43723 -4.38688 -0.01298 -0.20 -0.27 0.11 0.001
C -3.60145 -4.01416 -1.33180 0.08 0.14 0.00 0.001
C -2.92454 -2.90572 -1.78818 -0.15 -0.03 -0.34 0.000
C -2.02385 -2.15573 -0.98128 0.13 0.10 0.20 0.004
O -1.36573 -1.16281 -1.44478 -0.89 -0.54 -0.29 0.002
N -3.23141 -2.49734 -3.17519 -0.01 -0.05 0.33 0.000
O -3.65376 -3.36189 -3.92643 0.09 0.01 -0.07 0.001
O -3.10742 -1.33049 -3.47253 -0.02 0.04 -0.03 0.000
N -4.17888 -5.54301 0.49296 0.20 0.19 -0.08 0.000
O -4.03997 -5.83885 1.66658 -0.04 -0.03 0.01 0.000
O -4.89374 -6.14979 -0.28491 -0.04 -0.02 0.02 0.000
H -2.51573 -3.95162 1.88141 -0.02 0.00 -0.01 0.000
H -4.25711 -4.55796 -1.99308 0.00 -0.01 0.00 0.000
C -1.81607 2.33383 -2.73676 -0.07 0.09 -0.01 0.028
C -0.66432 1.72539 -3.48696 -0.08 -0.04 0.21 0.153
C -0.51774 2.03896 -4.81483 0.07 0.06 -0.11 0.055
C 0.45133 1.41899 -5.60562 -0.03 0.01 0.11 0.266
C 1.21688 0.37923 -5.01148 0.06 -0.01 -0.02 0.022
C 2.14685 -0.36315 -5.75858 0.01 -0.01 -0.04 0.068
C 2.89676 -1.36705 -5.17603 -0.03 0.04 0.01 0.021
C 2.73491 -1.64031 -3.82660 0.01 0.01 -0.02 0.066
C 1.82527 -0.91781 -3.05132 0.11 -0.12 0.14 0.036
S 1.76927 -1.26212 -1.31983 -0.20 0.20 0.04 -0.016
C 1.03865 0.09467 -3.62468 -0.01 0.19 0.04 0.040
N 0.14544 0.82770 -2.82339 0.00 -0.33 0.20 0.169
H -2.76551 2.04307 -3.19638 0.02 -0.04 0.00 0.008
H -1.78152 3.42680 -2.74816 0.00 0.00 -0.07 0.005
H -1.84896 2.03509 -1.69414 0.11 0.01 -0.04 0.003
H -1.20245 2.76150 -5.24695 0.00 0.00 0.00 -0.004
H 0.56684 1.64269 -6.65780 0.00 0.01 -0.01 0.020
H 2.25770 -0.12929 -6.81200 0.01 -0.01 0.00 0.002
H 3.60851 -1.93320 -5.76537 0.00 -0.01 0.00 0.000
H 3.31960 -2.41471 -3.34565 0.00 0.00 0.01 0.005
C -0.63324 3.93977 -0.06431 -0.03 0.06 0.04 0.001
N 0.36431 3.60668 -1.05429 -0.01 -0.03 -0.03 0.000
C 0.79283 4.62993 -1.98583 -0.02 0.03 0.02 0.001
C 2.06939 4.03956 -2.56946 -0.02 0.00 -0.01 0.001
N 2.44600 3.01901 -1.59307 -0.02 0.02 0.00 0.001
C 3.33877 1.98799 -2.11130 0.01 0.06 0.04 0.001
C 1.36416 2.71926 -0.81229 -0.04 -0.18 -0.01 0.002
N 1.24665 1.74856 0.06677 -0.10 -0.01 -0.03 0.005
C 2.47917 1.39306 0.79991 -0.08 -0.04 -0.07 0.001
C 2.19448 0.87421 2.21525 -0.03 -0.03 0.06 0.000
N 2.41841 -0.55590 2.26789 0.02 -0.06 0.07 0.000
C 2.09157 -1.28583 3.24926 0.09 0.07 0.01 0.000
N 2.28124 -2.66427 3.23958 0.09 0.09 -0.06 0.000
C 2.43948 -3.35776 1.98227 -0.05 -0.02 0.00 0.000
C 1.49225 -3.27494 4.28488 0.01 -0.01 0.04 0.000
C 1.43165 -2.15330 5.31178 -0.02 -0.04 0.01 0.000
N 1.52954 -0.94565 4.49974 -0.01 0.04 -0.02 0.000
C 2.07153 0.19696 5.21005 0.31 -0.04 0.00 0.000
H -1.61045 4.06078 -0.53278 0.03 0.01 0.01 0.000
H -0.36523 4.87323 0.44562 0.01 0.01 -0.01 0.000
H -0.70125 3.14487 0.66680 0.00 -0.02 0.06 0.000
H 0.98334 5.56226 -1.43878 0.00 0.01 0.00 0.000
H 0.03632 4.82721 -2.74736 0.00 -0.03 -0.01 0.000
H 2.85610 4.78440 -2.69475 0.03 -0.03 -0.01 0.000
H 1.87987 3.55363 -3.53229 -0.04 0.02 -0.01 0.001
H 3.01396 1.68810 -3.11013 0.03 0.01 -0.03 0.000
H 3.31861 1.10378 -1.48753 -0.02 -0.03 0.00 0.000
H 4.35564 2.38042 -2.16232 0.01 -0.01 0.01 0.000
H 3.10542 2.29035 0.85069 0.02 -0.03 0.04 0.000
H 3.05181 0.60662 0.30480 -0.05 -0.04 0.01 0.000
H 1.17233 1.15388 2.50347 0.03 -0.05 -0.03 0.000
H 2.87783 1.39308 2.89913 -0.01 0.03 -0.01 0.000
H 1.47415 -3.60948 1.53186 -0.09 0.01 -0.03 0.000
H 2.97760 -2.72212 1.28532 0.01 0.05 0.01 0.000
H 2.99965 -4.28081 2.14366 0.00 0.00 0.01 0.000
H 1.98202 -4.16778 4.67991 -0.01 0.00 -0.02 0.000
H 0.49270 -3.54481 3.92882 -0.07 0.02 -0.04 0.000
H 2.27725 -2.21870 6.01095 0.02 0.00 -0.04 0.000
H 0.50595 -2.16247 5.89177 0.01 0.00 0.00 0.000
H 1.64306 0.21368 6.21382 0.04 -0.01 0.01 0.000
H 1.81103 1.13283 4.72545 0.08 -0.03 -0.01 0.000
H 3.16389 0.13889 5.31129 0.00 -0.04 0.01 0.000
N -3.76104 0.18122 1.72942 0.04 -0.02 -0.09 0.000
C -4.32022 -0.00366 0.48574 -0.02 0.01 0.03 0.000
C -3.47586 0.61121 -0.38592 -0.03 -0.08 0.12 0.001
N -2.40456 1.15051 0.29448 0.09 -0.17 -0.03 0.002
C -2.61407 0.88103 1.56606 0.06 0.19 0.14 0.001
C -1.80092 1.29241 2.72072 -0.23 -0.11 -0.04 0.000
N -1.49907 2.53216 3.02146 0.16 0.04 0.04 0.000
C -0.79692 2.44281 4.20355 -0.19 0.10 -0.08 0.000
C -0.71118 1.14392 4.60268 -0.39 -0.17 0.09 0.000
N -1.39431 0.40395 3.67029 0.48 0.06 -0.22 0.000
H -4.10027 -0.16643 2.60979 -0.02 0.02 -0.01 0.000
H -5.23293 -0.55358 0.34100 0.00 0.00 -0.01 0.000
H -3.53500 0.65309 -1.46061 -0.03 -0.04 0.04 0.000
H -0.41689 3.32043 4.70075 0.01 0.01 -0.02 0.000
H -0.24207 0.68523 5.45461 -0.20 0.06 -0.11 0.000
H -1.21901 -0.59920 3.44850 -0.18 0.15 0.14 0.000
```
Forces are in eV/Å.

* E_HOMO (alpha / beta): -2.042 / -4.205 eV
* net charge: -1
* E_tot: -104600.494 eV
* energy relative to the best compared isomer or geometry (same formula, charge and spin): 0.0 kJ/mol
* <S²>: 2.03
* spin multiplicity: 3